This record from the OMol25 dataset describes a gas-phase ion, C4H11N2O (charge +1). The level of theory is ωB97M-V with the def2-TZVPD basis set.

For the energy above the lowest of the compared OMol25 structures with the same formula, charge and spin, the calculation gives 181.8 kJ/mol. For the energy, the calculation gives -343.49490 Ha. The value obtained for the HOMO energy is -0.5051 hartree. As for the charge: +1.

The geometry in XYZ format:
```
18
C4H11N2O | the OMol25 dataset | ωB97M-V with the def2-TZVPD basis set
N -1.76 0.66 0.26
C -1.22 -0.78 0.18
C -0.02 -0.94 1.08
N 0.92 0.15 0.77
C 1.71 0.02 -0.43
C 1.26 1.08 -1.42
O 0.22 1.68 -1.32
H -2.44 0.79 -0.49
H -2.37 0.72 1.08
H -1.01 1.36 0.13
H -0.95 -0.91 -0.86
H -2.05 -1.47 0.32
H -0.30 -0.95 2.14
H 0.44 -1.90 0.70
H 1.52 0.19 1.59
H 1.41 -0.92 -0.91
H 2.81 0.09 -0.45
H 1.83 1.13 -2.36
```

Atom charges from the natural (NBO) analysis, given in e for atoms 1 to 6: N -0.6980; C -0.2287; C -0.2452; N -0.6442; C -0.3505; C 0.4654

This record from the OMol25 dataset describes a molecular structure, C3H3LuO3. The level of theory is ωB97M-V with the def2-TZVPD basis set.

For the energy above the lowest of the compared OMol25 structures with the same formula, charge and spin, the calculation gives 0.0 kJ/mol. For the energy, the calculation gives -1575.35413 Ha. The value obtained for the HOMO energy is -1.0072 hartree. As for the charge: +4.

The geometry in XYZ format:
```
10
C3H3LuO3 | the OMol25 dataset | ωB97M-V with the def2-TZVPD basis set
O -0.61 0.47 0.68
Lu -3.58 -2.91 1.50
O -2.14 -1.24 0.93
C -1.38 -0.37 0.74
O -0.32 0.95 -2.69
C 0.46 1.72 -2.49
H 1.82 3.13 -2.98
C 1.41 2.68 -2.05
H 0.89 3.43 -1.44
H 2.21 2.14 -1.51
```

Atom charges from the natural (NBO) analysis, given in e for atoms 1 to 6: O -0.2132; Lu 2.9217; O -0.8560; C 1.1472; O -0.2656; C 1.0011

This record from the OMol25 dataset describes a single C3H4N2O molecule. The level of theory is ωB97M-V with the def2-TZVPD basis set.

For the energy above the lowest of the compared OMol25 structures with the same formula, charge and spin, the calculation gives 124.0 kJ/mol. For the energy, the calculation gives -301.44002 Ha. The value obtained for the HOMO energy is -0.3188 hartree. As for the charge: 0.

The geometry in XYZ format:
```
10
C3H4N2O | the OMol25 dataset | ωB97M-V with the def2-TZVPD basis set
O -0.66 -1.92 0.45
C -0.17 -0.69 0.11
C -0.56 0.57 0.50
N 0.28 1.42 -0.16
N 1.16 0.80 -0.94
C 0.89 -0.49 -0.79
H -1.37 -1.80 1.10
H -1.33 0.92 1.17
H 0.29 2.43 -0.11
H 1.46 -1.24 -1.32
```

Atom charges from the natural (NBO) analysis, given in e for atoms 1 to 6: O -0.6598; C 0.1856; C -0.1626; N -0.3235; N -0.2422; C -0.1133

This record from the OMol25 dataset describes 2 unconnected molecules or ions with the total composition H5NO. The level of theory is ωB97M-V with the def2-TZVPD basis set.

For the energy above the lowest of the compared OMol25 structures with the same formula, charge and spin, the calculation gives 23.6 kJ/mol. For the energy, the calculation gives -132.98389 Ha. The value obtained for the HOMO energy is -0.3766 hartree. As for the charge: 0.

The geometry in XYZ format:
```
7
H5NO | the OMol25 dataset | ωB97M-V with the def2-TZVPD basis set
H -1.44 0.92 -0.86
H -1.77 -0.22 0.26
H -1.32 1.20 0.67
H 1.26 -1.03 -0.75
H 0.53 0.03 -0.01
N -1.08 0.51 0.01
O 1.29 -0.55 0.08
```

Atom charges from the natural (NBO) analysis, given in e for atoms 1 to 6: H 0.3644; H 0.3696; H 0.3631; H 0.4488; H 0.4797; N -1.0498

This record from the OMol25 dataset describes a molecular structure, C28H27N7Pt. The level of theory is ωB97M-V with the def2-TZVPD basis set.

For the energy above the lowest of the compared OMol25 structures with the same formula, charge and spin, the calculation gives 90.6 kJ/mol. For the energy, the calculation gives -1584.25111 Ha. The value obtained for the HOMO energy (spin up / spin down) is -0.7230 / -0.7177 hartree. As for the charge: +4.

The geometry in XYZ format:
```
63
C28H27N7Pt | the OMol25 dataset | ωB97M-V with the def2-TZVPD basis set
Pt -0.08 0.14 0.05
C 0.44 -3.15 -0.15
N 1.11 -1.95 -0.65
C 2.46 -1.81 -0.07
C 2.39 -1.20 1.31
C 3.38 -1.44 2.26
C 3.29 -0.84 3.50
C 2.21 -0.02 3.79
C 1.26 0.18 2.81
N 1.37 -0.38 1.60
C 1.07 -1.92 -2.12
C -0.27 -1.43 -2.60
C -0.79 -1.80 -3.83
C -2.03 -1.32 -4.23
C -2.74 -0.48 -3.38
C -2.17 -0.13 -2.17
N -0.96 -0.59 -1.81
C -0.77 -2.92 0.72
C -1.42 -4.05 1.20
C -2.51 -3.90 2.04
C -2.92 -2.62 2.39
C -2.22 -1.56 1.87
N -1.18 -1.70 1.04
H 0.12 -3.78 -0.98
H 1.14 -3.75 0.44
H 2.97 -2.77 -0.01
H 3.08 -1.17 -0.70
H 4.21 -2.09 2.02
H 4.06 -1.01 4.25
H 2.10 0.46 4.76
H 0.39 0.80 3.00
H 1.85 -1.26 -2.52
H 1.27 -2.90 -2.55
H -0.22 -2.47 -4.48
H -2.44 -1.60 -5.19
H -3.71 -0.09 -3.65
H -2.69 0.51 -1.48
H -1.07 -5.03 0.92
H -3.03 -4.77 2.43
H -3.75 -2.45 3.06
H -2.49 -0.56 2.16
N 0.05 3.83 -0.19
C 1.04 3.22 -0.90
C 1.93 4.09 -1.56
C 2.99 3.59 -2.28
C 3.15 2.21 -2.32
C 2.21 1.41 -1.66
N 1.18 1.88 -0.96
C -1.03 3.41 0.52
C -1.82 4.43 1.09
C -2.98 4.11 1.76
C -3.33 2.77 1.84
C -2.48 1.82 1.26
N -1.34 2.10 0.63
H 0.12 4.85 -0.23
H 1.77 5.16 -1.50
H 3.69 4.25 -2.78
H 3.97 1.76 -2.86
H 2.31 0.34 -1.71
H -1.52 5.47 0.99
H -3.60 4.88 2.21
H -4.23 2.45 2.34
H -2.78 0.78 1.28
```

Atom charges from the natural (NBO) analysis, given in e for atoms 1 to 6: Pt 1.4488; C -0.2959; N -0.2882; C -0.2777; C 0.1880; C -0.1977

This record from the OMol25 dataset describes a molecular structure, C12H6CaN2O5S. The level of theory is ωB97M-V with the def2-TZVPD basis set.

For the energy above the lowest of the compared OMol25 structures with the same formula, charge and spin, the calculation gives 0.0 kJ/mol. For the energy, the calculation gives -2021.88615 Ha. The value obtained for the HOMO energy is -0.5456 hartree. As for the charge: +2.

The geometry in XYZ format:
```
27
C12H6CaN2O5S | the OMol25 dataset | ωB97M-V with the def2-TZVPD basis set
O -3.88 0.99 -5.69
C -3.19 0.77 -4.81
Ca -0.73 0.14 -1.15
O -4.35 0.07 -0.45
C -3.28 0.05 -0.88
C 0.67 0.89 -3.35
O 1.54 1.21 -4.03
C -1.56 2.53 -1.62
O -1.88 3.62 -1.50
C -1.41 -2.14 -2.46
O -1.52 -3.25 -2.71
N -1.60 1.77 2.28
C -0.50 1.00 2.26
N -0.13 0.41 1.11
C 1.05 -0.33 1.31
C 1.68 -1.06 0.30
C 2.84 -1.75 0.61
C 3.40 -1.74 1.89
C 2.76 -1.01 2.91
C 1.59 -0.30 2.60
S 0.53 0.72 3.63
H -1.89 2.21 3.14
H -2.18 1.85 1.46
H 1.26 -1.07 -0.71
H 3.33 -2.31 -0.17
H 4.31 -2.29 2.11
H 3.17 -0.98 3.92
```

Atom charges from the natural (NBO) analysis, given in e for atoms 1 to 6: O -0.4232; C 0.4347; Ca 1.6466; O -0.3407; C 0.4000; C 0.4088

This record from the OMol25 dataset describes a single C21H26ClN3O3 molecule. The level of theory is ωB97M-V with the def2-TZVPD basis set.

For the energy above the lowest of the compared OMol25 structures with the same formula, charge and spin, the calculation gives 48.6 kJ/mol. For the energy, the calculation gives -1666.03226 Ha. The value obtained for the HOMO energy is -0.3259 hartree. As for the charge: 0.

The geometry in XYZ format:
```
54
C21H26ClN3O3 | the OMol25 dataset | ωB97M-V with the def2-TZVPD basis set
C -1.41 -3.01 -1.64
C -2.03 -1.96 -0.80
N -3.20 -2.12 -0.22
N -3.47 -1.01 0.47
C -2.47 -0.11 0.34
C -1.49 -0.68 -0.48
C -0.24 -0.15 -0.93
C 0.34 0.99 -0.54
C 1.65 1.35 -1.09
O 2.24 0.76 -1.96
O 2.15 2.45 -0.47
C 3.45 2.85 -0.87
H 3.61 3.84 -0.44
H 3.51 2.91 -1.96
C 4.57 1.90 -0.41
O 5.68 1.97 -0.88
N 4.20 1.05 0.56
H 3.26 1.09 0.92
C 5.04 -0.03 1.05
C 5.19 0.09 2.56
H 4.23 0.04 3.06
H 5.67 1.03 2.82
H 5.81 -0.72 2.94
H 6.02 0.13 0.58
C 4.51 -1.40 0.59
C 4.59 -1.52 -0.93
H 3.93 -0.80 -1.41
H 5.60 -1.33 -1.27
H 4.30 -2.52 -1.24
C 3.08 -1.67 1.05
H 2.38 -0.99 0.57
H 2.79 -2.69 0.78
H 2.98 -1.57 2.13
H 5.16 -2.16 1.04
H -0.08 1.67 0.18
H 0.29 -0.77 -1.65
Cl -2.58 1.41 1.10
C -4.72 -0.84 1.17
C -5.57 0.21 0.50
C -6.11 1.25 1.24
C -6.88 2.22 0.61
C -7.10 2.16 -0.75
C -6.56 1.12 -1.49
C -5.80 0.15 -0.87
H -5.37 -0.66 -1.44
H -6.73 1.06 -2.56
H -7.69 2.91 -1.24
H -7.30 3.03 1.19
H -5.94 1.31 2.30
H -4.52 -0.58 2.21
H -5.21 -1.82 1.13
H -2.08 -3.87 -1.68
H -1.24 -2.64 -2.65
H -0.46 -3.32 -1.22
```

Atom charges from the natural (NBO) analysis, given in e for atoms 1 to 6: C -0.6481; C 0.1886; N -0.2713; N -0.1711; C 0.1591; C -0.2297

This record from the OMol25 dataset describes 2 unconnected molecules or ions with the total composition C6H15NO. The level of theory is ωB97M-V with the def2-TZVPD basis set.

For the energy above the lowest of the compared OMol25 structures with the same formula, charge and spin, the calculation gives 282.4 kJ/mol. For the energy, the calculation gives -367.52374 Ha. The value obtained for the HOMO energy is -0.3312 hartree. As for the charge: 0.

The geometry in XYZ format:
```
23
C6H15NO | the OMol25 dataset | ωB97M-V with the def2-TZVPD basis set
C 0.04 -1.30 -1.57
C -0.77 -0.01 -1.65
C -0.98 0.74 -0.28
C 0.94 -0.94 2.62
C 0.40 0.28 1.91
C -0.45 -0.02 0.93
N -0.79 -2.47 -1.36
H 0.64 -1.37 -2.52
H 0.90 -1.20 -0.92
H -0.58 0.66 -2.50
H -1.81 -0.15 -1.93
H -0.64 1.77 -0.40
H -2.08 0.82 -0.12
H 0.34 -1.85 2.74
H 1.96 -1.11 2.17
H 1.27 -0.81 3.69
H 0.69 1.22 2.28
H -0.85 -1.05 0.98
H -1.53 -2.60 -2.03
H -1.21 -2.38 -0.44
H 1.32 3.20 -0.23
H 1.35 4.70 -0.70
O 1.84 3.87 -0.69
```

Atom charges from the natural (NBO) analysis, given in e for atoms 1 to 6: C -0.2409; C -0.4301; C -0.4396; C -0.6498; C -0.2039; C -0.1690

This record from the OMol25 dataset describes a single C5H8N2S molecule. The level of theory is ωB97M-V with the def2-TZVPD basis set.

For the energy above the lowest of the compared OMol25 structures with the same formula, charge and spin, the calculation gives 462.0 kJ/mol. For the energy, the calculation gives -702.85405 Ha. The value obtained for the HOMO energy (spin up / spin down) is -0.2543 / -0.2543 hartree. As for the charge: 0.

The geometry in XYZ format:
```
16
C5H8N2S | the OMol25 dataset | ωB97M-V with the def2-TZVPD basis set
C 1.15 1.13 -0.54
C 2.51 1.46 -0.60
C 2.93 -1.21 0.42
C -1.70 0.47 -0.38
C -0.55 -0.37 0.16
N 2.73 -2.19 1.12
N 0.77 0.04 -0.04
S 3.65 0.17 -0.08
H 0.36 1.82 -0.86
H 3.00 2.42 -0.74
H -2.85 0.10 -0.27
H -1.46 1.42 0.09
H -1.62 0.57 -1.47
H -0.62 -0.61 1.32
H -0.66 -1.39 -0.30
H 2.16 -2.99 0.95
```

Atom charges from the natural (NBO) analysis, given in e for atoms 1 to 6: C 0.0418; C -0.6222; C 0.2409; C -0.6453; C -0.2173; N -0.6172

This record from the OMol25 dataset describes 2 unconnected molecules or ions with the total composition C4H5FO. The level of theory is ωB97M-V with the def2-TZVPD basis set.

For the energy above the lowest of the compared OMol25 structures with the same formula, charge and spin, the calculation gives 48.6 kJ/mol. For the energy, the calculation gives -330.46923 Ha. The value obtained for the HOMO energy is -0.3861 hartree. As for the charge: 0.

The geometry in XYZ format:
```
11
C4H5FO | the OMol25 dataset | ωB97M-V with the def2-TZVPD basis set
C 1.03 2.87 1.74
C -0.90 -1.14 -0.86
C 0.56 -0.87 -0.58
C -0.49 -0.37 0.35
O 1.54 3.85 1.50
F -0.75 0.97 0.36
H -0.60 -0.77 1.35
H -1.36 -0.58 -1.66
H -1.28 -2.13 -0.73
H 1.19 -1.68 -0.26
H 1.06 -0.14 -1.20
```

Atom charges from the natural (NBO) analysis, given in e for atoms 1 to 6: C 0.5099; C -0.4561; C -0.4560; C 0.1930; O -0.5098; F -0.3502

This record from the OMol25 dataset describes a single C20H27N3O4S molecule. The level of theory is ωB97M-V with the def2-TZVPD basis set.

For the energy above the lowest of the compared OMol25 structures with the same formula, charge and spin, the calculation gives 214.6 kJ/mol. For the energy, the calculation gives -1641.70872 Ha. The value obtained for the HOMO energy is -0.2911 hartree. As for the charge: 0.

The geometry in XYZ format:
```
55
C20H27N3O4S | the OMol25 dataset | ωB97M-V with the def2-TZVPD basis set
C -1.03 -4.52 1.72
H -0.47 -5.35 1.30
H -1.99 -4.46 1.21
H -1.21 -4.74 2.77
C -0.28 -3.21 1.58
N -0.17 -2.82 0.19
C -0.08 -1.39 -0.05
C 1.32 -0.82 0.26
N 2.30 -1.53 -0.53
C 3.12 -1.04 -1.47
O 3.90 -1.75 -2.09
C 3.07 0.45 -1.75
H 3.56 0.63 -2.70
H 2.06 0.86 -1.75
S 4.11 1.36 -0.51
O 3.65 0.97 0.83
C 3.30 3.04 -0.83
C 1.95 2.99 -0.26
C 1.55 3.23 1.02
O 0.23 2.93 1.10
C -0.12 2.49 -0.13
N 0.87 2.52 -0.97
C -1.45 2.01 -0.40
C -2.42 1.97 0.60
C -3.69 1.49 0.34
C -4.01 1.03 -0.93
C -3.04 1.07 -1.94
C -1.78 1.55 -1.68
H -1.03 1.59 -2.45
H -3.31 0.71 -2.92
O -5.22 0.53 -1.30
C -6.24 0.46 -0.34
H -6.50 1.45 0.05
H -7.10 0.03 -0.85
H -5.96 -0.20 0.50
H -4.41 1.47 1.14
H -2.17 2.33 1.59
C 2.27 3.71 2.23
H 2.78 4.65 2.02
H 1.57 3.86 3.04
H 3.01 2.97 2.52
H 3.30 3.19 -1.90
H 3.92 3.77 -0.32
C 2.28 -2.96 -0.28
C 0.87 -3.50 -0.56
H 0.65 -3.38 -1.62
H 0.84 -4.57 -0.32
H 2.56 -3.14 0.76
H 3.01 -3.42 -0.94
H 1.56 -0.97 1.32
H 1.34 0.24 0.06
H -0.30 -1.21 -1.10
H -0.83 -0.87 0.55
H -0.84 -2.43 2.10
H 0.70 -3.30 2.08
```

Atom charges from the natural (NBO) analysis, given in e for atoms 1 to 6: C -0.6079; H 0.1996; H 0.2120; H 0.2064; C -0.2161; N -0.4520

This record from the OMol25 dataset describes a single C3H2N4O molecule. The level of theory is ωB97M-V with the def2-TZVPD basis set.

For the energy above the lowest of the compared OMol25 structures with the same formula, charge and spin, the calculation gives 396.9 kJ/mol. For the energy, the calculation gives -409.57701 Ha. The value obtained for the HOMO energy is -0.3429 hartree. As for the charge: 0.

The geometry in XYZ format:
```
10
C3H2N4O | the OMol25 dataset | ωB97M-V with the def2-TZVPD basis set
C -1.12 -0.29 0.22
C -0.49 0.88 -0.53
C 0.81 0.87 0.05
H -1.11 1.68 -0.89
H 1.47 1.83 -0.24
N 1.49 -0.12 0.72
N 1.18 -1.27 0.68
N 0.42 -1.75 -0.49
N -0.74 -1.43 -0.55
O -1.91 -0.41 1.04
```

Atom charges from the natural (NBO) analysis, given in e for atoms 1 to 6: C 0.5954; C -0.2882; C -0.0402; H 0.2549; H 0.2298; N -0.1696

The calculation returns the following max |F| values, one per record and in order: 2.2, 6.1, 0.4, 2.3, 3.5, 5.0, 0.9, 2.9, 3.8, 0.4, 1.5, 6.7 eV/Å.